Density functional theory data (ωB97M-V with the def2-TZVPD basis set) for C29H29AlF20N3O9S3 as an isolated structure in a non-equilibrium geometry.

Structure (XYZ):
```
94
Properties=species:S:1:pos:R:3:forces:R:3:lowdin_charge:R:1
S -2.708 3.979 2.166 1.29 -0.10 -0.23 0.66
S 0.042 3.700 3.320 0.38 0.33 -1.29 0.83
S -0.292 -0.802 0.668 -0.45 0.23 -0.53 0.38
Al 1.079 -1.226 2.454 0.27 0.25 1.44 0.07
F 1.439 -7.029 -2.212 -1.24 0.28 1.08 0.11
F 2.500 -4.877 -1.477 -0.95 -0.58 0.96 0.11
F 2.027 -7.430 -0.177 -0.95 1.38 -0.20 0.13
F -0.521 -6.853 0.836 -0.02 0.26 -1.60 0.15
F 0.362 -4.437 -1.458 0.58 -1.26 0.68 0.12
F 5.417 9.823 -6.246 0.09 -0.11 0.03 0.07
F -4.152 -3.126 -1.668 1.28 -1.09 -0.41 0.16
F -4.259 -5.836 4.061 0.07 -0.04 -0.05 0.08
F -2.161 -8.123 -1.640 0.61 1.26 0.26 0.12
F 1.867 -5.380 1.649 -0.61 -0.29 -1.33 0.09
F -3.258 -6.719 0.209 0.68 0.52 -1.03 0.11
F -0.168 -8.602 -0.401 -0.16 1.37 -0.48 0.12
F -2.303 -3.787 -2.753 -0.99 -0.28 0.81 0.18
F 0.224 -4.004 1.100 0.65 -1.44 -0.97 0.05
F -4.023 -6.403 -2.808 0.75 0.44 0.96 0.14
F -4.281 -4.081 -3.607 0.68 -0.13 1.08 0.12
F -4.935 -5.457 -1.056 1.20 0.01 -0.72 0.12
F -1.223 -6.418 -2.645 0.44 -0.27 1.19 0.14
F 0.924 9.477 -6.131 0.10 0.06 -0.14 0.07
F -2.163 -4.857 -0.190 -0.13 -0.94 -0.79 0.15
O 6.788 11.609 -6.191 -0.21 0.28 0.56 0.13
O 7.408 13.774 -6.018 -0.21 -0.21 -0.02 0.18
O -5.875 -8.823 3.587 0.38 0.05 0.27 0.07
O -4.888 -10.070 5.186 -0.11 0.24 -0.11 0.17
O 1.490 7.334 -3.506 0.43 0.53 -0.25 0.06
O 2.411 9.149 -4.472 0.04 -0.52 -0.06 0.11
O 3.248 8.352 -2.532 -0.18 0.14 -0.23 0.17
O 5.401 13.107 -5.237 0.44 -0.31 -0.20 0.07
O -4.185 -7.959 4.803 -0.32 -0.47 -0.57 0.14
N -0.403 5.533 -1.336 -0.12 -0.49 2.62 0.05
N -0.922 -4.093 4.371 -0.01 0.50 -0.41 0.07
N -0.655 4.937 0.821 0.92 -0.27 2.10 -0.19
C -1.046 -2.930 3.824 0.39 -0.31 0.45 -0.49
C 2.495 -2.646 2.108 0.08 0.20 -0.90 -0.21
C -4.357 -7.126 3.670 0.24 0.74 0.34 -0.32
C 2.457 8.283 -3.415 0.27 -0.23 0.85 -0.54
C 1.338 -5.149 -0.781 0.16 0.74 -0.37 -0.28
C 0.141 6.084 0.915 -0.33 -0.16 -4.44 -0.05
C -0.941 4.627 -0.487 0.39 1.08 -0.86 -0.16
C -5.752 -7.450 3.221 -0.50 0.05 -0.55 -0.06
C -2.274 -2.768 2.876 0.05 0.12 0.45 -0.08
C -3.570 -4.089 -2.426 -1.10 0.89 -1.47 -0.46
C 5.804 10.877 -5.485 -0.05 -0.38 -0.44 -0.32
C 1.996 0.543 3.010 -0.94 -0.27 0.48 -0.26
C 2.423 -3.305 0.651 0.65 -0.02 1.02 -0.16
C 6.609 12.916 -5.835 0.37 0.69 -0.18 -0.54
C -1.079 4.244 2.011 -2.19 -0.85 0.02 -1.01
C -0.029 -1.793 4.117 -1.51 -0.40 -0.50 -0.18
C -1.522 -6.914 -1.409 -1.73 -0.52 -0.66 -0.26
C 0.245 6.420 -0.484 0.55 0.61 2.26 -0.16
C 1.146 1.303 4.094 0.10 0.65 -0.32 -0.36
C 4.692 11.873 -5.330 -0.73 0.13 0.43 -0.06
C -4.975 -9.049 4.586 0.00 -0.55 0.44 -0.54
C -3.767 -5.530 -1.797 -1.38 0.17 0.25 -0.27
C 0.675 7.678 -4.623 -0.55 -0.62 -0.01 -0.06
C 1.429 -4.533 0.657 1.39 3.11 1.56 -0.39
C -0.298 -7.225 -0.467 0.78 -1.47 0.85 -0.26
C 1.603 8.521 -5.448 -0.23 0.47 -0.13 -0.32
C -2.639 -5.983 -0.788 -0.36 -0.22 1.27 -0.28
C 1.115 -6.694 -0.904 1.25 -0.82 -0.85 -0.27
C -0.210 1.867 3.503 -0.42 -0.44 0.45 -0.46
H 2.234 7.954 -6.137 -0.04 0.15 -0.10 0.18
H 2.984 0.291 3.470 -0.47 0.45 -0.62 0.05
H 4.029 11.901 -6.198 0.15 -0.19 -0.06 0.15
H 0.559 6.579 1.804 -0.55 -0.73 -0.52 0.12
H 4.095 11.695 -4.438 0.11 0.17 0.02 0.14
H 1.734 2.185 4.471 -0.47 -0.62 -0.07 0.07
H 3.490 -2.117 2.144 -0.84 -0.46 -0.01 0.06
H 2.057 1.183 2.095 0.44 -0.29 0.76 0.05
H 2.526 -3.413 2.920 -0.06 0.43 -0.72 0.06
H 2.109 -2.525 -0.092 0.18 -0.96 0.46 0.11
H -6.508 -6.864 3.748 0.21 0.09 0.10 0.14
H -0.620 -0.906 4.469 0.44 -0.54 -0.27 0.05
H 6.220 10.516 -4.542 -0.03 -0.15 -0.10 0.18
H -0.200 8.233 -4.276 0.11 0.15 -0.12 0.15
H -1.541 3.745 -0.793 0.59 0.85 0.53 0.13
H -0.468 1.398 2.527 0.34 0.54 0.60 0.03
H -1.077 1.724 4.197 0.76 0.11 -0.57 0.08
H -0.092 -4.086 4.975 -0.22 -0.03 -0.14 0.03
H 0.338 6.788 -5.151 0.12 -0.08 0.21 0.15
H 0.803 7.334 -0.782 -0.60 -1.01 -0.28 0.09
H -3.000 -3.605 3.052 0.78 0.70 0.03 0.06
H -1.375 -0.113 1.133 0.66 -0.39 0.07 -0.22
H -1.998 -2.779 1.796 0.02 0.18 0.86 0.02
H 0.904 0.683 4.994 0.23 0.35 -0.81 0.09
H 3.474 -3.635 0.432 -1.17 -0.07 -0.30 0.12
H -5.887 -7.315 2.149 0.00 -0.23 0.04 0.14
H -3.583 -7.348 2.931 0.06 0.15 0.07 0.17
H -2.785 -1.801 3.104 0.35 -0.62 -0.32 0.07
H 0.616 -2.136 4.965 -0.39 0.32 -0.62 0.06
```
Forces are in eV/Å.

Energy relative to the best compared isomer or geometry (same formula, charge and spin) (kcal per mole): 60.1
Charge: -1